1.
20
Properties=species:S:1:pos:R:3:lowdin_charge:R:1 method="wB97M-V/def2-TZVPD" spin_multiplicity=2 homo_energy_ev="-4.02 / -4.29" charge=-1
C 2.51 -0.07 0.92 -0.16
C 1.61 0.08 -0.27 -0.21
C 0.62 0.95 -0.43 -0.32
N -0.06 1.11 -1.67 0.02
H 2.59 0.89 1.44 0.05
H 2.19 -0.88 1.59 0.06
H 3.52 -0.29 0.55 0.05
H 1.79 -0.56 -1.13 0.09
H 0.44 1.88 0.09 0.08
H 0.04 0.22 -2.18 0.04
H -1.06 1.15 -1.51 0.06
H -1.37 -1.64 -0.57 -0.03
H -1.03 -2.71 -1.75 -0.02
O -0.87 -1.80 -1.49 -0.19
H 0.25 0.89 1.70 0.16
H -2.91 1.42 1.41 0.00
O -2.16 1.49 0.83 -0.18
H -2.54 -1.57 0.91 -0.07
H -1.82 0.53 0.77 -0.04
O -1.71 -1.09 0.78 -0.41

***

2.
20
Properties=species:S:1:pos:R:3:lowdin_charge:R:1 method="wB97M-V/def2-TZVPD" spin_multiplicity=1 homo_energy_ev=-8.86
C -1.43 2.42 0.32 -0.07
C -1.10 1.34 1.34 -0.20
C -0.79 -0.17 0.96 -0.22
N -0.19 -0.82 2.10 0.25
H -1.44 3.37 0.84 0.08
H -0.63 2.45 -0.43 0.08
H -2.29 2.16 -0.31 0.09
H -1.69 1.21 2.28 0.12
H -0.10 1.56 1.74 0.11
H -1.78 -0.63 0.64 0.17
H -0.19 -0.13 0.01 0.10
H 0.26 -0.47 -2.20 -0.05
H 0.28 0.81 -3.07 0.02
O -0.17 0.45 -2.29 -0.15
H 0.79 -1.08 2.36 0.11
H 1.47 -1.16 0.91 -0.05
O 2.21 -1.19 0.31 -0.05
H 1.73 -1.96 -1.94 -0.02
H 1.73 -1.17 -0.55 -0.03
O 0.79 -1.80 -1.77 -0.27

***

3.
20
Properties=species:S:1:pos:R:3:lowdin_charge:R:1 method="wB97M-V/def2-TZVPD" spin_multiplicity=1 homo_energy_ev=-10.34 smiles="C=NCC.O.O.O"
C 3.21 0.74 -0.27 0.02
N 2.04 0.23 -0.67 -0.06
C 1.68 -0.96 0.03 -0.36
C 0.91 -1.95 -0.84 -0.13
H 3.65 0.33 0.58 0.05
H 3.76 1.27 -1.00 0.06
H 1.12 -0.71 1.01 0.14
H 2.66 -1.59 0.23 0.14
H -0.15 -1.61 -1.32 0.12
H 0.69 -2.94 -0.36 0.07
H 1.54 -2.18 -1.65 0.03
O -3.14 -0.83 2.54 -0.11
H -3.60 0.05 2.55 0.05
H -3.59 -1.37 1.82 0.06
O -0.75 1.49 -0.89 -0.01
H 0.03 0.99 -0.79 -0.04
H -0.47 2.02 -1.59 0.03
O -3.16 2.72 0.32 -0.08
H -2.46 2.10 0.12 -0.03
H -3.99 2.20 0.19 0.05

***

4.
20
Properties=species:S:1:pos:R:3:lowdin_charge:R:1 method="wB97M-V/def2-TZVPD" spin_multiplicity=1 homo_energy_ev=-9.17 smiles=CCNCO.O.O
C 0.06 -3.10 0.35 -0.10
C 1.04 -1.97 0.08 -0.25
N 0.42 -1.01 -0.87 -0.07
C -0.04 0.36 -0.78 -0.29
O -1.45 0.46 -0.99 -0.09
H 0.55 -3.87 0.96 0.07
H -0.17 -3.46 -0.66 0.07
H -0.86 -2.89 0.88 0.07
H 1.35 -1.36 0.94 0.11
H 1.97 -2.22 -0.43 0.11
H 0.73 -1.12 -1.83 0.10
H 0.55 0.97 -1.47 0.13
H 0.15 0.78 0.21 0.11
H -1.78 -0.44 -0.92 0.09
O -1.50 3.11 -0.09 -0.08
H -1.49 2.24 -0.59 0.01
H -2.37 3.01 0.31 0.04
O 1.23 3.38 1.33 -0.07
H 1.33 3.90 2.14 0.03
H 0.28 3.24 1.42 0.00

***

5.
20
Properties=species:S:1:pos:R:3:lowdin_charge:R:1 method="wB97M-V/def2-TZVPD" spin_multiplicity=1 homo_energy_ev=-9.61 smiles=C[C@H](O)CN.O.O
C 2.11 0.53 0.24 -0.02
C 0.54 0.53 0.20 -0.45
O 0.10 -0.38 1.20 -0.08
C 0.06 0.15 -1.16 -0.26
N -1.37 0.45 -1.37 0.02
H 2.45 0.73 1.25 0.08
H 2.36 -0.44 -0.22 0.09
H 2.38 1.28 -0.50 0.07
H 0.15 1.53 0.52 0.14
H -0.84 -0.57 1.15 0.09
H 0.78 0.56 -1.87 0.11
H 0.17 -0.92 -1.35 0.11
H -1.71 -0.07 -2.15 0.07
H -1.56 1.44 -1.47 0.07
O 0.73 -2.88 0.01 -0.06
H 0.95 -2.29 0.74 0.02
H 0.18 -3.60 0.28 0.03
O -2.61 1.22 1.81 -0.05
H -1.68 1.38 1.62 0.01
H -3.20 1.35 1.07 0.03

***

6.
20
Properties=species:S:1:pos:R:3:lowdin_charge:R:1 method="wB97M-V/def2-TZVPD" spin_multiplicity=1 homo_energy_ev=-9.41 smiles=C[C@H](O)CN.O.O
C -0.77 -1.07 0.65 -0.05
C 0.50 -0.21 0.77 -0.41
O 0.37 0.62 1.94 -0.07
C 0.60 0.82 -0.38 -0.20
N 1.69 0.47 -1.34 -0.02
H -1.57 -0.38 0.88 0.05
H -0.97 -1.58 -0.29 0.07
H -0.87 -1.76 1.49 0.08
H 1.37 -0.85 0.94 0.14
H -0.16 0.15 2.61 0.09
H -0.34 0.88 -0.92 0.11
H 0.98 1.72 0.10 0.11
H 2.53 0.30 -0.80 0.08
H 1.82 1.13 -2.08 0.07
O -2.70 1.66 0.75 -0.04
H -2.44 2.39 0.19 0.04
H -3.07 1.95 1.57 0.04
O 1.17 -2.43 -1.93 -0.08
H 1.34 -1.55 -1.54 -0.01
H 0.53 -2.26 -2.61 0.01

***

7.
20
Properties=species:S:1:pos:R:3:lowdin_charge:R:1 method="wB97M-V/def2-TZVPD" spin_multiplicity=2 homo_energy_ev="-14.18 / -14.17" charge=+1
C 0.94 0.52 0.24 -0.14
O 0.24 1.27 1.20 -0.03
C 0.20 0.61 -1.15 -0.32
C 0.03 -0.82 -1.75 0.02
N 0.88 1.40 -2.11 0.30
H 0.81 -0.50 0.55 0.12
H 2.00 0.81 0.17 0.14
H -0.03 2.13 0.85 0.12
H -0.79 1.04 -0.98 0.16
H -0.44 -0.83 -2.73 0.10
H 1.02 -1.26 -1.90 0.10
H -0.43 -1.42 -0.97 0.08
H 0.29 1.90 -2.79 0.17
H 1.68 0.98 -2.60 0.17
H -1.32 -1.37 1.86 -0.01
H -1.08 -2.64 0.95 0.04
O -1.66 -1.89 1.11 -0.06
H -0.36 0.39 2.80 0.01
H -1.31 0.03 3.94 0.07
O -0.67 -0.36 3.32 -0.05

***

8.
21
Properties=species:S:1:pos:R:3:lowdin_charge:R:1 method="wB97M-V/def2-TZVPD" spin_multiplicity=2 homo_energy_ev="0.76 / -5.64" charge=-1
C 0.84 0.60 -0.78 -0.31
C -0.07 -0.30 -1.57 -0.24
C -1.14 0.36 -2.34 -0.35
O -1.67 1.34 -1.92 0.02
N 0.46 0.82 0.65 -0.04
H 0.66 1.65 -0.98 0.09
H 1.92 0.40 -0.88 0.10
H -0.65 -0.97 -0.74 0.14
H 0.61 -0.91 -2.20 0.10
H -1.40 -0.21 -3.32 0.13
H -0.42 1.33 0.76 0.02
H 0.48 -0.04 1.28 0.05
H -1.25 -3.44 1.29 -0.05
H 0.15 -3.20 1.88 -0.08
O -0.46 -2.90 1.20 -0.37
H -2.54 1.85 -0.07 0.02
H -3.16 2.23 1.28 -0.01
O -2.46 1.78 0.89 -0.06
H 3.39 0.62 1.62 -0.04
H 2.97 -0.84 2.01 0.05
O 3.74 -0.17 1.93 -0.15

***

9.
21
Properties=species:S:1:pos:R:3:lowdin_charge:R:1 method="wB97M-V/def2-TZVPD" spin_multiplicity=2 homo_energy_ev="0.42 / -6.11" charge=-1
C 0.74 0.54 -1.14 -0.08
C -0.61 0.99 -1.48 -0.59
N -1.68 0.76 -0.67 -0.01
C -1.45 0.03 0.53 -0.25
O -0.84 1.74 -2.46 -0.04
H 1.25 1.46 -0.68 0.10
H 0.99 -0.28 -0.41 0.04
H 1.42 0.38 -1.94 0.07
H -2.64 0.98 -1.00 0.16
H -1.98 0.50 1.39 0.08
H -0.33 -0.05 0.69 0.05
H -1.87 -0.99 0.46 0.04
H 0.04 1.96 1.12 0.03
H 0.79 3.35 1.11 0.05
O 0.94 2.38 1.12 -0.09
H -0.16 -2.36 -0.44 0.00
H -0.97 -3.41 0.50 -0.05
O -0.33 -2.68 0.55 -0.36
H 1.78 -1.33 0.44 -0.03
H 2.31 -2.37 1.38 -0.01
O 2.58 -1.59 0.94 -0.12

***

10.
21
Properties=species:S:1:pos:R:3:lowdin_charge:R:1 method="wB97M-V/def2-TZVPD" spin_multiplicity=1 homo_energy_ev=-9.57 smiles=NC(CO)CO.O.O
N -1.61 1.22 0.18 0.03
C -0.56 0.23 0.00 -0.40
C -0.48 -0.53 1.34 -0.20
O 0.86 -1.05 1.44 -0.07
C -0.84 -0.67 -1.16 -0.22
O -0.21 -0.40 -2.42 -0.09
H -1.45 1.91 0.92 0.06
H -1.68 1.90 -0.57 0.08
H 0.44 0.66 -0.24 0.14
H -1.31 -1.20 1.56 0.13
H -0.48 0.19 2.15 0.10
H 0.89 -1.95 1.11 0.08
H -1.93 -0.79 -1.39 0.14
H -0.38 -1.71 -1.07 0.13
H -0.71 0.09 -3.09 0.09
O 0.45 2.44 1.58 -0.08
H 0.63 2.19 2.52 0.07
H 1.00 1.64 1.42 0.05
O 2.83 -1.57 -1.52 -0.06
H 2.46 -0.72 -1.79 0.03
H 2.09 -1.88 -0.98 0.01

***

11.
21
Properties=species:S:1:pos:R:3:lowdin_charge:R:1 method="wB97M-V/def2-TZVPD" spin_multiplicity=1 homo_energy_ev=-9.40 smiles=NC(CO)CO.O.O
N -1.64 1.93 -0.37 0.06
C -0.86 0.72 -0.16 -0.35
C -0.06 0.34 -1.47 -0.21
O 0.36 -1.03 -1.47 -0.12
C 0.27 0.86 0.95 -0.19
O -0.32 1.62 2.05 -0.11
H -1.77 2.42 0.50 0.06
H -1.16 2.49 -1.04 0.06
H -1.32 -0.22 0.13 0.12
H 0.91 0.88 -1.52 0.12
H -0.78 0.48 -2.31 0.13
H 0.19 -1.49 -2.33 0.11
H 1.12 1.51 0.59 0.13
H 0.43 -0.20 1.33 0.13
H 0.29 2.38 1.96 0.08
O -1.49 -2.82 2.07 -0.06
H -1.93 -3.30 1.38 0.03
H -1.40 -1.86 2.13 0.03
O 3.14 -1.28 -0.71 -0.06
H 3.37 -2.04 -0.19 0.03
H 2.66 -1.38 -1.53 0.01

***

12.
19
Properties=species:S:1:pos:R:3:lowdin_charge:R:1 method="wB97M-V/def2-TZVPD" spin_multiplicity=1 homo_energy_ev=-14.86 charge=+2
C 0.37 -2.47 0.41 -0.16
C 0.64 -0.99 0.75 -0.54
P -0.74 0.09 0.23 0.72
C -1.41 0.88 1.75 -0.30
Nb -0.13 1.91 -1.44 0.70
H 0.89 -2.72 -0.54 -0.02
H -0.68 -2.67 0.20 0.08
H 0.72 -3.19 1.16 0.10
H 0.81 -0.89 1.83 0.09
H 1.57 -0.62 0.26 0.00
H -2.48 0.72 1.79 0.05
H -1.19 1.95 1.78 0.03
H -0.95 0.39 2.61 0.05
H 1.32 1.65 -0.40 -0.06
H 0.85 0.34 -2.06 -0.34
H -1.21 1.14 -2.66 -0.08
H -1.01 3.23 -0.71 -0.09
H 1.06 2.53 -2.60 -0.07
Y 1.57 -1.29 -2.37 1.83

***

In order of appearance, largest force on an atom = 2.4 3.4 6.0 3.0 2.6 2.4 1.9 4.0 4.3 3.1 3.1 2.3 eV Å⁻¹.
In order of appearance, relative energy (zero: lowest compared OMol25 entry of this formula, charge and spin) = 33.2 193.7 55.2 28.3 16.0 22.2 34.9 42.0 26.9 67.9 73.7 0.0 kcal/mol.